[1]
Molecular formula: C23H25N3O6S2
Method: DFT, ωB97M-V/def2-TZVPD

Computed properties:
Relative energy (zero: lowest compared OMol25 entry of this formula, charge and spin) ... 9.2 kcal/mol
LUMO level ... 0.48 eV
SMILES ... CCOC(=O)Cc1csc(NC(=O)COc2ccc(N(C)S(=O)(=O)c3ccc(C)cc3)cc2)n1
Orbital gap ... 8.75 eV

```
! RIJCOSX wB97M-V def2-TZVPD def2/J DEFGRID3
* xyz 0 1
C -2.796 2.382 1.258
C -2.878 2.284 -0.257
O -1.736 1.626 -0.820
C -0.652 2.359 -1.043
O -0.538 3.526 -0.774
C 0.419 1.534 -1.737
C -0.030 1.195 -3.124
C -0.766 1.986 -3.948
S -1.087 1.186 -5.440
C -0.174 -0.190 -4.821
N -0.024 -1.294 -5.612
C 0.478 -2.533 -5.292
O 0.649 -3.358 -6.155
C 0.789 -2.764 -3.824
O -0.392 -2.549 -3.086
C -0.298 -2.445 -1.728
C -1.482 -2.143 -1.053
C -1.519 -2.088 0.322
C -0.362 -2.304 1.073
N -0.438 -2.322 2.475
C 0.618 -2.960 3.225
S -1.107 -1.018 3.303
O -1.259 -1.423 4.667
O -2.267 -0.554 2.604
C 0.171 0.227 3.192
C 0.364 0.865 1.982
C 1.357 1.821 1.873
C 2.164 2.133 2.965
C 3.240 3.165 2.831
C 1.961 1.463 4.167
C 0.965 0.509 4.285
C 0.825 -2.562 0.396
C 0.859 -2.642 -0.988
N 0.303 -0.017 -3.641
H -1.933 2.977 1.548
H -3.695 2.865 1.631
H -2.717 1.393 1.703
H -2.954 3.282 -0.701
H -3.727 1.671 -0.563
H 0.585 0.600 -1.200
H 1.345 2.113 -1.768
H -1.133 2.976 -3.770
H -0.320 -1.198 -6.577
H 1.148 -3.795 -3.707
H 1.572 -2.054 -3.526
H -2.376 -1.981 -1.634
H -2.442 -1.872 0.832
H 0.796 -3.957 2.823
H 1.553 -2.387 3.215
H 0.266 -3.041 4.251
H -0.280 0.614 1.154
H 1.500 2.346 0.941
H 2.899 3.995 2.219
H 3.543 3.541 3.805
H 4.114 2.729 2.347
H 2.582 1.697 5.020
H 0.779 -0.009 5.213
H 1.743 -2.722 0.939
H 1.797 -2.875 -1.467
*
```

***

[2]
Molecular formula: C23H25N4ORhSSbSe4
Method: DFT, ωB97M-V/def2-TZVPD

Computed properties:
Relative energy (zero: lowest compared OMol25 entry of this formula, charge and spin) ... 8.0 kcal/mol
LUMO level ... 0.89 eV
Orbital gap ... 4.98 eV

```
! RIJCOSX wB97M-V def2-TZVPD def2/J DEFGRID3
* xyz -1 1
Rh 0.070 -0.024 0.190
C 3.224 -0.884 -0.172
N 2.202 0.165 -0.237
C 2.547 1.352 -0.595
C 1.557 2.373 -0.698
C 1.599 3.690 -1.169
C 0.276 4.142 -1.155
C -0.504 3.081 -0.668
N 0.267 2.022 -0.392
C 3.737 -1.256 -1.541
C 2.885 -1.881 -2.450
C 3.332 -2.187 -3.725
C 4.632 -1.876 -4.106
C 5.484 -1.258 -3.205
C 5.034 -0.948 -1.927
H 2.761 -1.749 0.306
H 4.065 -0.558 0.453
H 3.587 1.587 -0.832
H 2.475 4.222 -1.507
H -0.089 5.107 -1.470
H -1.574 3.033 -0.528
H 1.872 -2.123 -2.148
H 2.662 -2.672 -4.423
H 4.977 -2.116 -5.104
H 6.500 -1.016 -3.494
H 5.702 -0.465 -1.222
Se -3.655 -3.470 -1.183
Sb -2.507 -2.446 0.634
Se -2.302 0.064 0.379
Se 0.025 -2.389 0.143
Se -2.941 -3.188 2.853
C 0.545 6.387 2.585
C 0.130 5.004 3.070
C 0.862 3.929 2.290
N 0.439 2.584 2.710
C 1.156 1.479 2.648
S 0.413 -0.063 2.415
N 2.505 1.506 2.851
C 3.355 2.396 3.524
O 4.532 2.391 3.256
C 2.792 3.222 4.631
C 1.846 2.706 5.509
C 1.413 3.471 6.581
C 1.910 4.754 6.764
C 2.856 5.268 5.887
C 3.311 4.497 4.830
H -0.022 7.171 3.087
H 0.382 6.487 1.510
H 1.606 6.563 2.777
H -0.948 4.871 2.939
H 0.343 4.893 4.137
H 1.934 4.033 2.429
H 0.665 4.014 1.221
H -0.543 2.382 2.549
H 2.989 0.733 2.413
H 1.460 1.704 5.369
H 0.686 3.065 7.271
H 1.565 5.352 7.598
H 3.247 6.267 6.033
H 4.065 4.871 4.149
*
```

***

[3]
Molecular formula: C23H25N5O4
Method: DFT, ωB97M-V/def2-TZVPD

Computed properties:
Relative energy (zero: lowest compared OMol25 entry of this formula, charge and spin) ... 68.0 kcal/mol
LUMO level ... 0.45 eV
SMILES ... Cc1nonc1CN(C)C(=O)c1ccc(OC2CCN(C(=O)c3cccnc3)CC2)cc1
Orbital gap ... 9.46 eV

```
! RIJCOSX wB97M-V def2-TZVPD def2/J DEFGRID3
* xyz 0 1
C -6.754 -1.505 0.472
C -7.288 -0.174 0.828
N -8.118 0.051 1.808
O -8.363 1.370 1.828
N -7.689 2.002 0.860
C -7.014 1.095 0.211
C -6.128 1.389 -0.947
N -4.747 1.068 -0.644
C -4.078 1.972 0.259
C -4.180 -0.004 -1.254
O -4.785 -0.660 -2.085
C -2.790 -0.364 -0.852
C -2.460 -0.666 0.467
C -1.190 -1.088 0.788
C -0.208 -1.216 -0.200
O 1.002 -1.639 0.244
C 2.085 -1.808 -0.657
C 2.739 -0.461 -1.000
C 3.354 0.156 0.259
N 4.299 -0.757 0.852
C 5.625 -0.550 1.010
O 6.357 -1.358 1.551
C 6.171 0.741 0.484
C 6.720 1.678 1.353
C 7.289 2.826 0.828
C 7.296 2.987 -0.550
N 6.799 2.091 -1.386
C 6.260 0.997 -0.883
C 3.708 -2.016 1.252
C 3.103 -2.718 0.038
C -0.540 -0.926 -1.520
C -1.824 -0.521 -1.836
H -7.450 -2.278 0.785
H -5.805 -1.671 0.981
H -6.575 -1.568 -0.599
H -6.419 0.767 -1.801
H -6.222 2.446 -1.209
H -4.434 1.840 1.285
H -4.288 3.001 -0.041
H -3.004 1.808 0.232
H -3.206 -0.588 1.244
H -0.926 -1.335 1.804
H 1.732 -2.301 -1.574
H 3.512 -0.628 -1.751
H 1.999 0.227 -1.410
H 2.553 0.345 0.985
H 3.840 1.102 0.022
H 6.697 1.502 2.418
H 7.721 3.576 1.472
H 7.721 3.869 -1.011
H 5.887 0.285 -1.608
H 2.923 -1.826 1.992
H 4.494 -2.624 1.702
H 3.891 -2.971 -0.673
H 2.609 -3.635 0.357
H 0.183 -1.023 -2.315
H -2.083 -0.316 -2.864
*
```

***

[4]
Molecular formula: C23H25N8O4Pt
Method: DFT, ωB97M-V/def2-TZVPD

Computed properties:
Relative energy (zero: lowest compared OMol25 entry of this formula, charge and spin) ... 3.3 kcal/mol
LUMO level (alpha / beta) ... -2.53 / -2.78 eV
⟨S²⟩ ... 2.00
Orbital gap (alpha / beta) ... 7.85 / 8.69 eV

```
! RIJCOSX wB97M-V def2-TZVPD def2/J DEFGRID3
* xyz 1 3
Pt 0.007 -0.048 0.172
C 0.734 1.075 4.312
C 0.844 0.030 3.235
O -0.117 -0.274 2.521
N 2.051 -0.554 3.114
C 2.371 -1.525 2.076
C 3.073 -0.854 0.924
C 4.438 -0.980 0.718
C 5.033 -0.260 -0.306
C 4.245 0.572 -1.084
C 2.887 0.627 -0.827
N 2.315 -0.073 0.149
H -0.307 1.191 4.597
H 1.092 2.025 3.911
H 1.329 0.812 5.185
H 2.815 -0.197 3.664
H 1.430 -1.945 1.724
H 2.984 -2.318 2.501
H 5.021 -1.638 1.349
H 6.095 -0.345 -0.491
H 4.671 1.162 -1.883
H 2.227 1.241 -1.428
N -0.185 -6.557 -0.968
C -0.670 -5.592 -0.577
C -1.268 -4.386 -0.090
C -2.570 -4.365 0.403
C -3.079 -3.164 0.867
C -2.279 -2.036 0.829
N -1.037 -2.057 0.336
C -0.533 -3.202 -0.111
H -3.157 -5.272 0.429
H -4.081 -3.104 1.267
H -2.628 -1.088 1.217
H 0.466 -3.173 -0.523
C -0.719 4.846 1.016
N -1.583 3.748 0.599
C -2.864 3.939 0.204
C -3.621 2.922 -0.263
C -3.017 1.636 -0.327
N -1.801 1.443 0.159
C -1.029 2.481 0.551
O 0.162 2.306 0.850
N -3.674 0.581 -0.831
H -1.276 5.778 0.975
H 0.148 4.904 0.360
H -0.362 4.673 2.029
H -3.241 4.949 0.271
H -4.632 3.084 -0.603
H -4.498 0.747 -1.381
H -3.111 -0.218 -1.075
O 1.155 -1.890 -2.016
C 0.600 -0.989 -2.628
C 0.593 -0.826 -4.136
C -0.269 0.410 -4.365
C -0.642 0.879 -2.962
O -1.304 1.872 -2.719
N -0.115 0.021 -2.031
H 0.196 -1.730 -4.598
H 1.619 -0.708 -4.484
H -1.181 0.198 -4.923
H 0.248 1.215 -4.885
*
```

***

[5]
Molecular formula: C23H25NO7
Method: DFT, ωB97M-V/def2-TZVPD

Computed properties:
Relative energy (zero: lowest compared OMol25 entry of this formula, charge and spin) ... 2.1 kcal/mol
LUMO level ... 0.08 eV
SMILES ... CCOC(=O)c1c(C)[nH]c(C(=O)[C@H](C)OC(=O)c2oc3ccccc3c2COC)c1C
Orbital gap ... 8.50 eV

```
! RIJCOSX wB97M-V def2-TZVPD def2/J DEFGRID3
* xyz 0 1
C 1.027 5.231 0.971
C 0.115 4.145 0.417
O 0.753 2.872 0.429
C 1.546 2.579 -0.617
O 1.703 3.333 -1.552
C 2.145 1.251 -0.510
C 2.770 0.589 -1.571
C 3.011 1.024 -2.968
N 3.155 -0.611 -1.123
C 2.782 -0.789 0.191
C 3.043 -2.101 0.755
O 3.900 -2.829 0.292
C 2.167 -2.559 1.930
C 2.152 -4.080 2.028
O 0.848 -2.019 1.835
C 0.233 -2.109 0.654
O 0.680 -2.685 -0.315
C -1.043 -1.403 0.649
O -1.432 -0.706 1.755
C -2.613 -0.134 1.450
C -3.390 0.676 2.267
C -4.570 1.154 1.735
C -4.968 0.837 0.432
C -4.200 0.036 -0.380
C -2.999 -0.459 0.132
C -1.954 -1.290 -0.375
C -1.831 -1.891 -1.730
O -3.094 -1.992 -2.344
C -3.028 -2.569 -3.621
C 2.163 0.381 0.615
C 1.723 0.730 1.991
H 0.492 6.176 1.002
H 1.900 5.341 0.333
H 1.353 4.974 1.976
H -0.177 4.388 -0.610
H -0.776 4.022 1.038
H 2.558 1.997 -3.128
H 2.591 0.303 -3.669
H 4.081 1.099 -3.160
H 3.605 -1.344 -1.651
H 2.569 -2.127 2.855
H 1.556 -4.393 2.882
H 1.733 -4.500 1.118
H 3.170 -4.440 2.139
H -3.077 0.912 3.271
H -5.204 1.786 2.339
H -5.902 1.234 0.063
H -4.500 -0.221 -1.382
H -1.160 -1.260 -2.340
H -1.353 -2.880 -1.650
H -4.050 -2.623 -3.991
H -2.600 -3.578 -3.581
H -2.423 -1.958 -4.304
H 0.652 0.579 2.108
H 1.931 1.779 2.187
H 2.237 0.121 2.730
*
```

***

[6]
Molecular formula: C23H25O4P2S4V
Method: DFT, ωB97M-V/def2-TZVPD

Computed properties:
Relative energy (zero: lowest compared OMol25 entry of this formula, charge and spin) ... 35.0 kcal/mol
LUMO level (alpha / beta) ... 2.69 / 2.69 eV
⟨S²⟩ ... 3.76
Orbital gap (alpha / beta) ... 7.61 / 8.21 eV

```
! RIJCOSX wB97M-V def2-TZVPD def2/J DEFGRID3
* xyz -1 4
V -0.270 1.365 -0.982
C 1.728 7.091 -1.203
C 1.078 6.339 -0.064
O 1.688 5.037 0.067
P 0.882 3.742 -0.408
S -0.047 3.884 -2.139
S 2.015 2.109 -0.228
O -0.352 3.549 0.629
C -0.167 3.184 2.021
C 0.183 4.391 2.865
H 1.287 8.086 -1.287
H 1.567 6.555 -2.138
H 2.800 7.192 -1.032
H 0.005 6.232 -0.231
H 1.233 6.839 0.891
H 0.593 2.408 2.092
H -1.115 2.744 2.318
H 1.157 4.796 2.590
H 0.220 4.090 3.914
H -0.572 5.173 2.756
S 0.102 -0.067 3.314
P -0.983 -0.919 1.917
S -1.879 0.247 0.510
C -0.041 -2.256 1.098
C 0.563 -3.208 1.919
C 1.295 -4.244 1.361
C 1.446 -4.325 -0.020
C 0.854 -3.377 -0.837
C 0.100 -2.346 -0.281
C -2.385 -1.854 2.630
C -2.681 -1.772 3.983
C -3.756 -2.484 4.505
C -4.529 -3.284 3.677
C -4.231 -3.372 2.322
C -3.163 -2.658 1.799
H 0.467 -3.122 2.995
H 1.760 -4.982 2.004
H 2.032 -5.125 -0.455
H 0.981 -3.423 -1.912
H -0.372 -1.612 -0.921
H -2.060 -1.149 4.615
H -3.987 -2.414 5.561
H -5.362 -3.844 4.085
H -4.832 -3.995 1.671
H -2.932 -2.716 0.741
O -1.428 -0.539 -4.392
C -0.460 -0.473 -3.650
O -0.364 0.271 -2.595
C 0.742 -1.357 -3.917
C 0.682 -2.301 -4.934
C 1.752 -3.152 -5.167
C 2.898 -3.059 -4.385
C 2.968 -2.110 -3.375
C 1.892 -1.263 -3.141
H -0.225 -2.352 -5.523
H 1.696 -3.891 -5.957
H 3.734 -3.726 -4.562
H 3.857 -2.032 -2.762
H 1.935 -0.526 -2.350
*
```

***

It is found that the max |F| values, taken in the order of the records, are 0.026, 0.014, 0.019, 0.016, 0.022, 0.013 hartree/bohr.